1.
Computed, not measured: a 2-piece molecular cluster, C3H9N3O overall in a non-equilibrium geometry, with ωB97M-V/def2-TZVPD.

ΔE to the lowest compared entry with this formula, charge and spin in eV: 2.1536
Total energy in Ha: -359.16530
Largest force on an atom in eV/Å: 5.5
HOMO-LUMO gap in eV: 8.784
HOMO energy in eV: -8.35
Structure (SMILES): [H]/N=C/C.NC(N)=O

Each line ends with the Mulliken charge.
Positions of all 16 atoms, in Å:
H1 -2.6722 0.0766 -0.0501  0.23
N1 -2.2952 0.5260 -0.8850  -0.77
C1 -1.0026 0.5523 -0.8794  0.59
C2 -0.2849 1.0834 -2.0901  -0.93
H2 -0.5075 0.8057 0.1742  0.01
H3 -0.9199 1.7735 -2.6475  0.38
H4 0.6473 1.5679 -1.7937  0.25
H5 -0.0758 0.2395 -2.7516  0.22
N2 0.0747 -1.5805 1.7445  -0.41
C3 0.6967 -0.7137 0.8953  0.62
N3 1.7662 -0.0653 1.4198  -0.37
O1 0.5977 -0.8962 -0.3586  -0.61
H6 -0.6133 -2.1796 1.3091  0.24
H7 0.3033 -1.5944 2.7260  0.17
H8 2.2603 0.5575 0.7984  0.22
H9 2.0254 -0.1528 2.3888  0.16

Force components x, y, z for each atom (eV/Å):
0.1 0.8 0.4
1.0 -2.1 -1.0
-1.9 4.3 2.8
0.2 -0.6 0.0
-1.1 -0.6 -2.3
-0.1 0.0 0.2
0.0 -0.1 -0.2
0.3 0.1 0.0
-0.6 0.9 -0.1
2.4 -4.1 -2.8
-0.4 1.0 0.0
0.4 0.3 2.6
0.2 0.0 0.4
-0.5 -0.2 -0.2
0.0 -0.2 0.3
-0.1 0.3 -0.2

***

2.
Computed, not measured: a 2-piece molecular cluster, CH4S3 overall in a non-equilibrium geometry, with ωB97M-V/def2-TZVPD.

ΔE to the lowest compared entry with this formula, charge and spin in eV: 1.4697
Total energy in Ha: -1234.99885
Largest force on an atom in eV/Å: 3.3
HOMO-LUMO gap (spin up / spin down) in eV: 8.308 / 8.307
HOMO energy (spin up / spin down) in eV: -9.00 / -9.00
Structure (SMILES): S=CS.S

Each line ends with the Mulliken charge.
Positions of all 8 atoms, in Å:
S1 1.9064 1.6783 0.0069  -0.16
C1 1.0795 0.2599 0.4415  -0.23
S2 1.1428 -1.4328 -0.2545  -0.07
H1 0.3338 0.4270 1.3069  0.29
H2 1.5975 -1.0721 -1.3839  0.16
S3 -2.1946 0.6848 -0.0460  -0.25
H3 -1.4975 -0.1724 0.7909  0.11
H4 -2.3680 -0.3727 -0.8617  0.17

Force components x, y, z for each atom (eV/Å):
-1.4 -3.0 0.4
0.4 1.9 0.2
-1.0 1.3 2.7
1.4 -0.9 -1.3
1.0 0.7 -1.9
0.4 -1.2 0.5
-0.7 0.8 -0.5
-0.1 0.3 -0.1

***

Number 2 is which compound? CH4S3